(1)
{"formula": "C20H27NO5S", "method": "ωB97M-V/def2-TZVPD", "total_charge": 0, "homo_energy_ev": -7.86, "gap_ev": 8.530, "e_lumo_ev": 0.666, "smiles": "CCOC(=O)c1c(NC(=O)[C@@H]2CCCC[C@H]2C(=O)O)sc2c1CCCCC2", "elements": ["S", "O", "O", "O", "O", "O", "N", "C", "C", "C", "C", "C", "C", "C", "C", "C", "C", "C", "C", "C", "C", "C", "C", "C", "C", "C", "C", "H", "H", "H", "H", "H", "H", "H", "H", "H", "H", "H", "H", "H", "H", "H", "H", "H", "H", "H", "H", "H", "H", "H", "H", "H", "H", "H"], "xyz": [[-0.980, 2.417, -0.283], [2.234, 1.053, 2.253], [0.225, -1.920, -0.372], [4.318, 1.837, 2.394], [1.541, 2.768, -0.464], [-1.921, -2.409, 0.052], [0.986, 0.594, -0.481], [-4.817, 2.242, 0.939], [1.892, 1.605, -0.510], [-1.058, -4.124, 1.552], [3.338, 1.162, -0.619], [-0.931, -1.547, -0.205], [5.218, -0.090, 0.486], [-0.354, 0.826, -0.351], [-5.792, 1.309, 0.221], [3.506, 1.148, 1.842], [-3.905, -0.392, -0.106], [3.749, 0.312, 0.603], [-3.719, 2.769, 0.014], [-2.607, 1.784, -0.146], [-5.109, 0.321, -0.723], [5.054, -0.017, -2.015], [-1.572, -3.787, 0.159], [-1.333, -0.151, -0.250], [-2.647, 0.426, -0.148], [5.464, -0.857, -0.809], [3.584, 0.378, -1.911], [5.833, 0.812, 0.512], [-0.136, -3.582, 1.748], [5.218, -0.580, -2.935], [-6.501, 1.905, -0.360], [1.224, -0.401, -0.492], [4.884, -1.783, -0.799], [2.074, 1.647, 3.004], [3.949, 2.072, -0.629], [-5.377, 3.082, 1.354], [5.495, -0.704, 1.345], [-4.345, 1.719, 1.772], [-0.812, -4.023, -0.593], [3.114, -0.577, 0.659], [6.519, -1.123, -0.882], [-4.129, -0.678, 0.925], [-4.148, 3.031, -0.958], [-3.295, 3.685, 0.431], [-1.796, -3.848, 2.301], [3.300, 0.995, -2.765], [-6.365, 0.758, 0.970], [-2.494, -4.329, -0.061], [-3.724, -1.313, -0.659], [5.671, 0.883, -2.057], [-0.862, -5.190, 1.620], [-5.846, -0.428, -1.023], [2.967, -0.523, -1.924], [-4.782, 0.833, -1.629]], "nbo_charge": [0.51, -0.69, -0.67, -0.59, -0.60, -0.50, -0.64, -0.39, 0.71, -0.63, -0.30, 0.79, -0.39, 0.06, -0.39, 0.80, -0.43, -0.32, -0.44, -0.21, -0.39, -0.40, -0.07, -0.24, -0.02, -0.40, -0.39, 0.22, 0.22, 0.21, 0.20, 0.46, 0.20, 0.50, 0.24, 0.21, 0.22, 0.20, 0.20, 0.23, 0.21, 0.21, 0.21, 0.22, 0.21, 0.22, 0.20, 0.19, 0.23, 0.20, 0.22, 0.21, 0.20, 0.20]}

=====

(2)
{"formula": "C20H28BF4N5SW", "method": "ωB97M-V/def2-TZVPD", "total_charge": 2, "homo_energy_ev": [-14.18, -14.23], "s_squared": 2.052, "gap_ev": [7.014, 7.510], "e_lumo_ev": [-7.165, -6.718], "multiplicity": 3, "elements": ["W", "S", "F", "F", "F", "F", "N", "N", "N", "N", "N", "C", "C", "C", "C", "C", "C", "C", "C", "C", "C", "C", "C", "C", "C", "C", "C", "C", "C", "C", "C", "B", "H", "H", "H", "H", "H", "H", "H", "H", "H", "H", "H", "H", "H", "H", "H", "H", "H", "H", "H", "H", "H", "H", "H", "H", "H", "H", "H", "H"], "xyz": [[-0.296, 0.027, -0.572], [2.153, 0.594, -0.759], [-0.830, 1.806, 0.247], [-0.999, 4.621, -1.147], [-1.069, 2.586, -2.082], [-3.002, 3.635, -1.593], [3.499, 2.385, 0.621], [1.626, 3.190, -0.452], [0.182, -0.527, 1.539], [-0.297, -1.930, -0.592], [-2.254, -0.459, -1.428], [2.436, 2.196, -0.141], [0.955, -1.767, 1.404], [1.882, -2.228, 2.318], [-1.103, -0.832, 2.209], [-1.641, -4.039, -0.768], [1.391, -3.679, -0.013], [-3.710, -2.459, -1.773], [2.329, -4.125, 0.906], [2.565, -3.412, 2.068], [3.302, 4.778, 0.299], [-3.438, 0.350, -1.119], [0.686, -2.510, 0.238], [-2.848, -4.605, -1.139], [1.826, 4.561, -0.007], [-1.436, -2.666, -0.924], [-3.871, -3.832, -1.664], [0.895, 0.473, 2.353], [-2.513, -1.885, -1.389], [3.804, 3.675, 1.220], [-1.583, -0.100, -2.695], [-1.713, 3.647, -1.599], [3.871, 4.749, -0.632], [4.145, 1.620, 0.753], [-2.054, 0.769, -3.166], [-3.140, 1.361, -0.840], [1.935, 0.548, 2.038], [3.297, -3.761, 2.778], [-1.617, -0.932, -3.411], [-2.988, -5.668, -1.018], [4.880, 3.756, 1.371], [0.399, 1.440, 2.246], [1.490, 5.235, -0.797], [-1.627, -1.631, 1.673], [3.447, 5.746, 0.771], [-4.519, -1.853, -2.146], [0.881, 0.192, 3.410], [-0.864, -4.663, -0.357], [-0.931, -1.175, 3.235], [-3.969, -0.098, -0.278], [-0.457, 0.151, -2.519], [-4.797, -4.290, -1.974], [3.314, 3.731, 2.198], [1.204, 4.746, 0.874], [-4.130, 0.417, -1.962], [2.090, -1.686, 3.225], [2.877, -5.032, 0.704], [-1.728, 0.069, 2.237], [1.241, -4.207, -0.942], [0.822, 2.998, -1.032]], "lowdin_spin": [1.76, 0.08, 0.10, 0.00, 0.01, 0.00, 0.00, 0.00, 0.00, -0.06, 0.03, 0.02, 0.00, 0.00, 0.02, -0.02, 0.00, 0.00, 0.00, 0.00, 0.00, 0.01, 0.01, 0.00, 0.00, 0.01, -0.02, 0.00, -0.01, 0.00, 0.02, 0.00, 0.00, 0.00, 0.00, 0.00, 0.00, 0.00, 0.00, 0.00, 0.00, 0.00, 0.00, 0.00, 0.00, 0.00, 0.00, 0.00, 0.00, 0.00, 0.01, 0.00, 0.00, 0.00, 0.00, 0.00, 0.00, 0.00, 0.00, 0.00]}

=====

(3)
{"formula": "C20H28ClN3O2", "method": "ωB97M-V/def2-TZVPD", "total_charge": 0, "homo_energy_ev": -8.53, "gap_ev": 9.132, "e_lumo_ev": 0.599, "smiles": "Cc1nn(C)c(Cl)c1CN1CCC(CO)(CCOc2ccccc2)CC1", "elements": ["Cl", "O", "O", "N", "N", "N", "C", "C", "C", "C", "C", "C", "C", "C", "C", "C", "C", "C", "C", "C", "C", "C", "C", "C", "C", "C", "H", "H", "H", "H", "H", "H", "H", "H", "H", "H", "H", "H", "H", "H", "H", "H", "H", "H", "H", "H", "H", "H", "H", "H", "H", "H", "H", "H"], "xyz": [[-4.635, -2.752, 0.163], [-0.138, 2.508, 3.585], [2.847, 0.558, 1.266], [-2.485, 0.653, 0.238], [-3.289, -3.078, -2.115], [-2.616, -2.437, -3.068], [-1.181, 0.936, -0.327], [6.284, 1.833, -0.666], [-3.511, -4.493, -2.178], [-3.499, 0.327, -0.751], [5.490, 0.882, -1.277], [1.961, -0.378, 0.690], [-3.281, -0.944, -1.517], [4.767, 1.884, 1.191], [4.332, 0.423, -0.668], [-1.488, 0.197, 2.427], [-0.307, 1.575, 0.749], [5.916, 2.331, 0.575], [3.961, 0.925, 0.574], [-2.376, -0.326, 1.301], [-2.595, -1.156, -2.735], [-1.938, -0.154, -3.616], [0.592, 1.408, 3.100], [-3.706, -2.213, -1.166], [-0.098, 0.640, 1.946], [0.760, -0.597, 1.609], [-0.838, 2.465, 1.093], [1.593, 1.718, 2.778], [4.467, 2.261, 2.156], [-2.555, 0.738, -3.704], [-1.313, 1.643, -1.150], [-3.378, -0.510, 1.698], [-1.387, -0.576, 3.191], [6.529, 3.074, 1.064], [0.138, -1.350, 1.124], [-3.550, 1.165, -1.452], [-0.968, 0.139, -3.217], [1.632, -0.027, -0.297], [1.122, -1.023, 2.547], [-1.983, -1.289, 0.926], [7.183, 2.184, -1.149], [-3.090, -4.986, -1.300], [-1.974, 1.061, 2.883], [3.735, -0.323, -1.169], [-3.022, -4.859, -3.077], [-0.170, 3.185, 2.901], [-4.454, 0.261, -0.222], [0.649, 1.890, 0.329], [-1.789, -0.592, -4.599], [-0.700, 0.026, -0.727], [-4.580, -4.710, -2.227], [0.697, 0.740, 3.958], [5.767, 0.484, -2.243], [2.476, -1.341, 0.555]], "nbo_charge": [0.03, -0.72, -0.53, -0.44, -0.18, -0.27, -0.22, -0.25, -0.41, -0.22, -0.19, -0.07, -0.19, -0.28, -0.33, -0.40, -0.41, -0.19, 0.39, -0.22, 0.16, -0.64, -0.05, 0.12, -0.07, -0.42, 0.21, 0.18, 0.22, 0.22, 0.20, 0.21, 0.21, 0.21, 0.22, 0.21, 0.22, 0.17, 0.22, 0.16, 0.21, 0.21, 0.23, 0.22, 0.24, 0.46, 0.21, 0.21, 0.24, 0.16, 0.21, 0.17, 0.21, 0.18]}

=====

(4)
{"formula": "C20H28ClN3O2", "method": "ωB97M-V/def2-TZVPD", "total_charge": 0, "homo_energy_ev": -8.71, "gap_ev": 9.398, "e_lumo_ev": 0.693, "smiles": "O=C(CN1CCN(Cc2ccccc2Cl)C1=O)NC1CCCCCCC1", "elements": ["Cl", "O", "O", "N", "N", "N", "C", "C", "C", "C", "C", "C", "C", "C", "C", "C", "C", "C", "C", "C", "C", "C", "C", "C", "C", "C", "H", "H", "H", "H", "H", "H", "H", "H", "H", "H", "H", "H", "H", "H", "H", "H", "H", "H", "H", "H", "H", "H", "H", "H", "H", "H", "H", "H"], "xyz": [[3.502, -1.002, 1.576], [-2.495, -2.318, -1.659], [0.316, -0.419, 1.311], [-2.275, -1.101, 0.240], [1.556, 0.255, -0.504], [0.550, -1.712, -0.582], [-0.520, -2.641, -0.301], [1.935, -0.280, -1.792], [-3.837, 1.981, -1.177], [-5.739, 2.226, 0.526], [-5.873, -0.332, 0.985], [-4.374, -0.460, 1.271], [-3.451, -0.265, 0.054], [0.767, -0.609, 0.196], [-5.347, 1.961, -0.933], [-1.880, -2.018, -0.655], [3.734, 1.239, 0.060], [2.233, 1.369, 0.109], [1.003, -1.490, -1.939], [4.398, 0.186, 0.687], [6.515, 1.006, -0.081], [-2.991, 1.181, -0.182], [-6.478, 1.061, 1.189], [4.497, 2.166, -0.639], [5.778, 0.067, 0.618], [5.874, 2.059, -0.709], [-2.933, 1.700, 0.776], [3.997, 2.988, -1.132], [1.934, 2.298, -0.392], [-6.069, -0.684, -0.029], [-4.193, -1.475, 1.633], [-5.747, 1.000, -1.250], [-1.972, 1.150, -0.578], [-7.504, 1.030, 0.811], [2.991, -0.581, -1.796], [-0.364, -3.542, -0.896], [6.444, 2.795, -1.255], [-6.535, 1.265, 2.261], [-4.085, 0.225, 2.070], [7.589, 0.913, -0.132], [1.521, -2.376, -2.316], [6.264, -0.758, 1.113], [-3.937, -0.654, -0.847], [-0.484, -2.884, 0.764], [-6.411, -1.008, 1.654], [-4.849, 2.461, 1.107], [-5.797, 2.715, -1.583], [-1.640, -0.849, 0.990], [-6.387, 3.103, 0.585], [-3.484, 3.015, -1.152], [1.785, 0.467, -2.577], [0.153, -1.276, -2.600], [-3.652, 1.596, -2.182], [1.881, 1.397, 1.146]], "nbo_charge": [0.02, -0.64, -0.69, -0.62, -0.44, -0.44, -0.30, -0.21, -0.39, -0.41, -0.40, -0.41, -0.06, 0.81, -0.41, 0.66, -0.09, -0.24, -0.21, -0.02, -0.20, -0.41, -0.39, -0.14, -0.23, -0.23, 0.20, 0.20, 0.20, 0.20, 0.22, 0.20, 0.22, 0.20, 0.19, 0.23, 0.22, 0.20, 0.20, 0.22, 0.20, 0.23, 0.23, 0.23, 0.21, 0.19, 0.21, 0.43, 0.21, 0.20, 0.20, 0.20, 0.20, 0.26]}

=====

no.,molar mass (g/mol),largest force on an atom (eV/Å)
1,393.5,0.84
2,641.2,1.84
3,377.9,0.81
4,377.9,0.59